# 1
Formula: C20H49BNO11
Source: the OMol25 dataset
Level of theory: wB97M-V/def2-TZVPD

The geometry in XYZ format:
```
82
Properties=species:S:1:pos:R:3:lowdin_charge:R:1
C 9.69 6.45 -0.92 -0.08
C 8.75 6.63 0.27 -0.32
O 7.50 6.03 0.03 -0.04
B 6.47 6.74 -0.68 -0.96
N 5.43 6.11 -1.31 0.07
O 6.67 8.17 -0.65 0.02
H 10.43 7.26 -0.94 0.06
H 10.24 5.51 -0.85 0.06
H 9.13 6.45 -1.86 0.08
H 9.20 6.13 1.13 0.10
H 8.66 7.68 0.53 0.10
H 4.79 5.68 -0.66 -0.09
H 7.36 8.48 -1.24 0.05
C 5.38 3.32 1.26 -0.10
O 4.12 2.69 1.07 -0.21
C 3.34 3.40 0.13 -0.21
C 2.22 2.53 -0.39 -0.19
O 2.61 1.61 -1.40 -0.13
C 3.34 0.47 -0.98 -0.19
C 2.50 -0.59 -0.31 -0.21
O 2.26 -0.27 1.05 -0.19
C 1.20 -1.00 1.59 -0.11
H 5.25 4.34 1.63 0.09
H 5.93 2.74 2.00 0.08
H 5.94 3.37 0.33 0.09
H 3.96 3.75 -0.71 0.12
H 2.90 4.28 0.62 0.13
H 1.48 3.18 -0.87 0.12
H 1.73 2.01 0.44 0.12
H 4.18 0.75 -0.34 0.13
H 3.74 0.04 -1.90 0.13
H 3.02 -1.56 -0.37 0.12
H 1.54 -0.68 -0.85 0.12
H 0.26 -0.77 1.08 0.06
H 1.11 -0.72 2.64 0.09
H 1.37 -2.09 1.53 0.09
C -6.85 -1.46 -1.98 -0.12
O -5.94 -0.40 -1.82 -0.20
C -6.47 0.65 -1.02 -0.21
C -5.36 1.51 -0.47 -0.18
O -4.72 0.97 0.67 -0.13
C -3.82 -0.10 0.45 -0.18
C -2.49 0.33 -0.13 -0.21
O -2.59 0.53 -1.52 -0.20
C -1.51 1.29 -2.03 -0.09
H -7.78 -1.14 -2.46 0.09
H -6.36 -2.20 -2.62 0.08
H -7.08 -1.93 -1.02 0.08
H -7.05 0.23 -0.18 0.13
H -7.14 1.26 -1.64 0.13
H -5.81 2.45 -0.13 0.13
H -4.64 1.75 -1.26 0.13
H -4.27 -0.88 -0.17 0.11
H -3.63 -0.53 1.43 0.13
H -1.74 -0.45 0.06 0.11
H -2.16 1.26 0.37 0.13
H -1.51 2.30 -1.62 0.09
H -1.64 1.35 -3.11 0.09
H -0.55 0.81 -1.81 0.08
C -1.84 -5.69 3.93 -0.11
O -2.06 -5.72 2.54 -0.20
C -2.29 -7.03 2.06 -0.21
C -2.93 -7.00 0.69 -0.19
O -4.32 -6.75 0.71 -0.13
C -4.73 -5.41 0.93 -0.18
C -4.58 -4.52 -0.28 -0.21
O -3.24 -4.09 -0.42 -0.20
C -2.97 -3.58 -1.70 -0.10
H -0.97 -6.30 4.21 0.09
H -1.65 -4.66 4.21 0.09
H -2.72 -6.05 4.48 0.09
H -2.94 -7.58 2.75 0.13
H -1.33 -7.57 1.99 0.13
H -2.82 -7.99 0.25 0.13
H -2.41 -6.28 0.05 0.12
H -4.21 -4.97 1.79 0.12
H -5.79 -5.47 1.18 0.13
H -5.23 -3.64 -0.16 0.12
H -4.90 -5.07 -1.17 0.13
H -3.09 -4.36 -2.46 0.09
H -1.93 -3.25 -1.71 0.09
H -3.61 -2.73 -1.95 0.08
```

Total charge: -1

# 2
Formula: C20H49Br6NO5S5
Source: the OMol25 dataset
Level of theory: wB97M-V/def2-TZVPD

The geometry in XYZ format:
```
86
Properties=species:S:1:pos:R:3:lowdin_charge:R:1
C -2.80 -7.62 -2.84 -0.09
C -1.47 -7.05 -3.39 -0.26
C -1.58 -5.69 -4.00 -0.21
C -1.94 -4.66 -2.99 -0.21
N -2.22 -3.86 -2.14 0.12
H -2.55 -8.46 -2.19 0.07
H -3.53 -7.95 -3.58 0.07
H -3.37 -7.01 -2.14 0.07
H -0.92 -7.70 -4.07 0.11
H -0.68 -7.08 -2.64 0.11
H -2.32 -5.66 -4.80 0.12
H -0.62 -5.35 -4.39 0.12
C -5.92 7.64 4.98 -0.28
S -5.38 7.61 3.28 0.84
O -3.87 7.88 3.23 -0.57
C -5.43 5.85 2.99 -0.30
H -6.79 8.28 5.10 0.04
H -5.07 8.09 5.50 0.05
H -6.29 6.73 5.44 0.05
H -4.97 5.19 3.72 0.07
H -5.33 5.63 1.93 0.05
H -6.46 5.49 3.04 0.04
C 3.72 -0.37 -8.54 -0.23
S 3.62 1.04 -7.26 0.85
O 2.23 1.72 -7.44 -0.59
C 3.42 0.03 -5.73 -0.28
H 4.12 -1.34 -8.22 0.04
H 4.34 0.11 -9.30 0.03
H 2.70 -0.46 -8.90 0.04
H 3.36 0.75 -4.92 0.04
H 4.32 -0.58 -5.67 0.04
H 2.54 -0.60 -5.65 0.05
C -5.69 -5.76 3.32 -0.26
S -5.79 -3.93 3.56 0.81
O -5.97 -3.51 5.00 -0.57
C -4.03 -3.53 3.22 -0.25
H -6.64 -6.25 3.54 0.05
H -4.93 -6.11 4.01 0.05
H -5.51 -6.06 2.29 0.05
H -3.51 -3.85 4.12 0.05
H -3.75 -2.52 2.92 0.05
H -3.77 -4.29 2.48 0.03
C -2.45 4.54 -4.05 -0.28
S -2.93 3.54 -5.47 0.85
O -2.00 3.90 -6.71 -0.59
C -2.36 1.89 -4.91 -0.27
H -1.45 4.22 -3.75 0.04
H -3.06 4.35 -3.17 0.05
H -2.37 5.58 -4.36 0.05
H -1.51 1.92 -4.23 0.04
H -2.13 1.27 -5.78 0.05
H -3.07 1.45 -4.21 0.04
C -0.12 2.16 1.80 -0.26
S 0.99 1.81 0.36 0.82
O 2.27 2.52 0.55 -0.58
C 1.61 0.20 0.97 -0.26
H -0.43 3.20 1.85 0.05
H 0.38 1.89 2.73 0.05
H -1.03 1.59 1.64 0.05
H 0.95 -0.63 0.70 0.04
H 1.72 0.24 2.06 0.05
H 2.55 -0.11 0.51 0.05
Br -2.83 1.94 7.28 0.47
C -1.66 3.43 8.14 -0.56
C -1.26 2.94 9.56 -0.64
Br -0.20 1.22 9.61 0.53
H -2.25 4.35 8.11 0.05
H -0.85 3.70 7.47 0.05
H -2.14 2.83 10.19 0.05
H -0.70 3.70 10.10 0.05
Br 9.01 -5.57 -1.48 0.55
C 7.65 -4.22 -2.04 -0.70
C 6.28 -4.63 -1.49 -0.59
Br 6.61 -4.21 0.46 0.55
H 7.64 -4.11 -3.13 0.05
H 8.03 -3.26 -1.69 0.03
H 6.03 -5.68 -1.68 0.05
H 5.41 -4.12 -1.91 0.06
Br 9.32 0.91 1.47 0.55
C 7.62 1.96 1.43 -0.61
C 8.11 3.40 1.69 -0.71
Br 8.96 3.60 3.46 0.55
H 6.92 1.62 2.19 0.06
H 7.18 2.00 0.43 0.06
H 7.40 4.21 1.51 0.06
H 8.87 3.68 0.96 0.04
```

Relative energy (zero: lowest compared OMol25 entry of this formula, charge and spin) (kcal/mol): 111.6

Number 1: LUMO energy 0.070 Eh, orbital gap 0.1569 Ha. Number 2: LUMO energy -0.007 Eh, orbital gap 0.3111 Ha.